8
Properties=species:S:1:pos:R:3 method="wB97M-V/def2-TZVPD" homo_energy_ev=-9.0 smiles="C=C=O.N=O" e_lumo_ev=-1.0221 relative_energy_kj_mol=600.8
C -1.170 0.146 -0.589
C -0.821 -0.739 0.234
O -0.198 -1.162 1.078
H -0.348 0.734 -1.148
H -2.093 0.527 -0.290
N 1.888 0.076 0.013
O 0.960 0.923 -0.227
H 1.781 -0.506 0.930